Record 1
DFT (ωB97M-V/def2-TZVPD) results for the ion C7H10FN2 with charge +1.

```
! wB97M-V def2-TZVPD RIJCOSX def2/J DEFGRID3
* xyz 1 1
C 1.53728 1.41929 0.29166
C 0.24365 1.72482 0.36300
C 2.27770 0.21867 -0.09250
C 1.82325 -1.04840 0.23267
C -0.67361 -0.48135 0.36437
C -3.07097 -0.79011 -0.37282
C -1.84553 -1.38440 0.29311
N -0.78247 0.80684 0.23556
N 3.53077 0.36440 -0.53271
F 2.03355 -2.32610 -0.00357
H 2.21820 2.27979 0.42078
H -0.23303 2.76281 0.54599
H -3.80417 -1.51865 -0.41880
H -2.79294 -0.51742 -1.47527
H -3.23066 0.24252 0.14966
H -1.56903 -2.30615 -0.10024
H -2.00992 -1.57832 1.31947
H -1.79444 1.26729 0.31694
H 4.08567 1.26896 -0.58814
H 4.05670 -0.40450 -0.94915
*
```

Properties
HOMO energy (alpha / beta) ... -12.648 / -12.649 eV
LUMO (alpha / beta) ... -4.975 / -4.979 eV
Energy relative to the best compared isomer or geometry (same formula, charge and spin) ... 422.2 kJ/mol
Maximum force ... 0.0949 Eh/bohr

---

Record 2
DFT (ωB97M-V/def2-TZVPD) results for a cluster of 2 separate species, C5H7NO in total.

```
! wB97M-V def2-TZVPD RIJCOSX def2/J DEFGRID3
* xyz 0 1
C -0.61399 -2.66937 -0.91955
C -0.92235 -1.75951 -0.18682
C -1.25355 -0.64867 0.64974
C -0.73796 0.57282 0.43872
N 0.14453 0.85882 -0.59059
C 0.70014 2.10228 -0.76996
O 0.47320 3.06256 -0.06904
H -0.36082 -3.49010 -1.55468
H -1.94066 -0.80363 1.47463
H -0.97153 1.42513 1.06681
H 0.39817 0.10499 -1.21646
H 1.38476 2.13079 -1.63575
H 2.18895 -0.29309 1.69117
H 1.51110 -0.59302 1.62179
*
```

Properties
Structure (SMILES) ... C#C/C=C\NC=O.[H][H]
HOMO energy ... -8.810 eV
LUMO ... 0.641 eV
Energy relative to the best compared isomer or geometry (same formula, charge and spin) ... 286.3 kJ/mol
Maximum force ... 0.0097 Eh/bohr

---

Record 3
DFT (ωB97M-V/def2-TZVPD) results for a cluster of 4 separate species, C6H12Cl6O3 in total.

```
! wB97M-V def2-TZVPD RIJCOSX def2/J DEFGRID3
* xyz 0 1
C 1.20914 0.30295 -1.84810
O 2.63049 0.09568 -2.02046
C 3.16671 0.35966 -3.21919
O 2.68266 1.02458 -4.13057
O 4.50931 0.04598 -3.11472
C 5.33247 0.46565 -4.25241
H 1.05268 0.26192 -0.77017
H 0.82377 -0.59033 -2.33967
H 0.96941 1.27403 -2.28126
H 5.25380 1.50025 -4.58637
H 5.14817 -0.09528 -5.16864
H 6.38259 0.37041 -3.97624
Cl 2.35278 1.43976 2.37457
C 1.14045 1.05794 3.58459
Cl -0.01582 -0.12357 3.07417
H 1.63619 0.66205 4.47093
H 0.55982 1.96988 3.72360
Cl -5.62138 -4.60671 2.63888
C -5.99174 -2.84962 2.87731
Cl -7.70572 -2.55841 3.03033
H -5.61201 -2.30495 3.74174
H -5.54849 -2.38850 1.99470
Cl -3.92367 -0.33201 1.68675
C -2.86357 1.08393 1.26702
Cl -1.67642 0.72746 -0.02208
H -3.54184 1.91181 1.06043
H -2.34967 1.29541 2.20473
*
```

Properties
Structure (SMILES) ... COC(=O)OC.ClCCl.ClCCl.ClCCl
HOMO energy ... -10.835 eV
LUMO ... 0.429 eV
Energy relative to the best compared isomer or geometry (same formula, charge and spin) ... 84.8 kJ/mol
Maximum force ... 0.0537 Eh/bohr

---

Record 4
DFT (ωB97M-V/def2-TZVPD) results for the molecule C5H4O2.

```
! wB97M-V def2-TZVPD RIJCOSX def2/J DEFGRID3
* xyz 0 1
O 1.80997 -0.50954 -1.24242
C 0.87426 -0.19896 -0.55599
C 0.61239 1.12852 0.17074
C -0.55995 0.71196 1.02414
C -1.24632 -0.40919 0.63390
C -0.40413 -0.97835 -0.30529
O -0.64994 -2.03078 -1.05385
H 1.48122 1.47099 0.74366
H 0.37574 1.90206 -0.56856
H -0.74240 1.22747 1.96884
H -1.55085 -2.31418 -0.81518
*
```

Properties
Structure (SMILES) ... O=C1CC=C=C1O
HOMO energy (alpha / beta) ... -8.546 / -8.544 eV
LUMO (alpha / beta) ... -1.290 / -1.290 eV
Energy relative to the best compared isomer or geometry (same formula, charge and spin) ... 302.9 kJ/mol
Maximum force ... 0.0122 Eh/bohr